i:
C19H25N3O3 | ωB97M-V/def2-TZVPD

Last column: natural (NBO) charge in e.
Geometry (Å):
C: 4.4043 0.2224 -1.5623  -0.61
C: 3.7327 -0.0021 -2.9126  -0.20
N: 2.4460 0.6616 -3.0456  -0.48
C: 1.4171 0.2033 -2.1932  0.13
C: 1.3969 0.6378 -0.8668  -0.22
C: 0.4044 0.2319 -0.0009  -0.23
C: -0.6170 -0.6101 -0.4381  0.14
N: -1.5919 -0.9780 0.4943  -0.63
C: -2.6830 -1.7545 0.3177  0.68
O: -3.0075 -2.3143 -0.7090  -0.62
C: -3.5126 -1.8824 1.5991  -0.51
C: -4.0119 -0.5192 2.1187  -0.23
N: -3.6883 -0.3042 3.5128  -0.59
C: -2.4416 0.0257 3.9108  0.64
O: -1.5127 0.1970 3.1334  -0.65
C: -2.2814 0.1794 5.3609  0.14
C: -1.1718 0.5261 6.0885  -0.22
C: -1.5731 0.5271 7.4410  -0.32
C: -2.8913 0.1819 7.4408  0.12
O: -3.3317 -0.0310 6.1940  -0.40
C: -0.6256 -1.0256 -1.7644  -0.25
C: 0.3806 -0.6239 -2.6224  -0.19
C: 2.0553 1.0228 -4.4025  -0.03
C: 2.3194 -0.0413 -5.4776  -0.63
C: 2.7437 2.3377 -4.7859  -0.61
H: 5.4098 -0.1926 -1.5903  0.21
H: 4.4733 1.2855 -1.3471  0.21
H: 3.8537 -0.2679 -0.7646  0.21
H: 3.6408 -1.0887 -3.0828  0.17
H: 4.3861 0.4044 -3.6864  0.19
H: 2.1566 1.3209 -0.5232  0.22
H: 0.3995 0.5770 1.0234  0.22
H: -1.4504 -0.5712 1.4211  0.44
H: -4.3470 -2.5512 1.3899  0.24
H: -2.8821 -2.3493 2.3589  0.23
H: -5.0928 -0.4378 2.0063  0.22
H: -3.5453 0.2887 1.5466  0.22
H: -4.3810 -0.5076 4.2150  0.41
H: -0.2039 0.7484 5.6900  0.24
H: -0.9672 0.7522 8.2940  0.24
H: -3.5989 0.0584 8.2372  0.21
H: -1.4151 -1.6682 -2.1168  0.25
H: 0.3488 -0.9676 -3.6449  0.20
H: 0.9773 1.2153 -4.3641  0.20
H: 1.9375 -1.0126 -5.1736  0.21
H: 1.8255 0.2480 -6.4022  0.21
H: 3.3833 -0.1415 -5.6783  0.20
H: 2.5414 3.0924 -4.0309  0.22
H: 3.8203 2.2079 -4.8635  0.20
H: 2.3707 2.6891 -5.7445  0.20

Summary:
* SMILES string: CCN(c1ccc(NC(=O)CCNC(=O)c2ccco2)cc1)C(C)C
* total charge: 0
* HOMO-LUMO gap: 0.2896 Ha
* LUMO energy: 0.5 eV
* HOMO: -7.39 eV



ii:
C19H25N3O3 | ωB97M-V/def2-TZVPD

Last column: natural (NBO) charge in e.
Geometry (Å):
C: -10.1974 -0.5827 0.5462  -0.25
O: -9.2983 0.5002 0.5295  -0.49
C: -7.9847 0.2568 0.2857  0.31
C: -7.4370 -1.0024 0.0488  -0.27
C: -6.0828 -1.1323 -0.1897  -0.15
C: -5.2535 -0.0148 -0.1956  -0.15
C: -3.8370 -0.1499 -0.4489  0.31
N: -3.2328 -1.2842 -0.6999  -0.16
O: -1.9211 -0.9589 -0.8781  -0.29
C: -1.8267 0.3706 -0.7180  0.54
C: -0.5208 1.0494 -0.8643  -0.45
C: 0.6328 0.1850 -0.3602  -0.50
C: 1.9752 0.8214 -0.7107  0.69
O: 2.0819 1.8134 -1.3981  -0.63
N: 3.0293 0.1619 -0.1877  -0.61
C: 4.4103 0.5598 -0.4012  -0.06
C: 5.1737 -0.5603 -1.1218  -0.41
C: 5.7710 -1.6410 -0.2184  -0.41
C: 7.1756 -1.2908 0.2717  -0.39
C: 7.2185 -0.2084 1.3468  -0.39
C: 6.5363 1.1023 0.9568  -0.41
C: 5.0107 0.9975 0.9408  -0.40
N: -2.9711 0.9137 -0.4504  -0.50
C: -5.8024 1.2461 0.0428  -0.14
C: -7.1502 1.3790 0.2800  -0.26
H: -11.1748 -0.1501 0.7540  0.20
H: -10.2274 -1.0952 -0.4205  0.18
H: -9.9461 -1.3018 1.3323  0.18
H: -8.0565 -1.8853 0.0476  0.21
H: -5.6507 -2.1032 -0.3751  0.23
H: -0.5609 2.0004 -0.3331  0.25
H: -0.3517 1.2771 -1.9212  0.26
H: 0.5649 0.0528 0.7218  0.22
H: 0.5851 -0.8017 -0.8275  0.24
H: 2.8730 -0.6667 0.3643  0.39
H: 4.3544 1.4240 -1.0715  0.24
H: 5.9769 -0.1184 -1.7128  0.21
H: 4.4762 -1.0171 -1.8281  0.22
H: 5.1181 -1.8359 0.6340  0.19
H: 5.8387 -2.5682 -0.7925  0.21
H: 7.7753 -0.9726 -0.5843  0.19
H: 7.6422 -2.1916 0.6786  0.21
H: 8.2665 -0.0036 1.5792  0.21
H: 6.7530 -0.5883 2.2599  0.19
H: 6.8990 1.4413 -0.0140  0.20
H: 6.8205 1.8579 1.6926  0.21
H: 4.5739 1.9664 1.1908  0.22
H: 4.6978 0.2965 1.7188  0.19
H: -5.1532 2.1074 0.0357  0.23
H: -7.5936 2.3446 0.4650  0.23

Summary:
* SMILES string: COc1ccc(-c2noc(CCC(=O)NC3CCCCCC3)n2)cc1
* total charge: 0
* HOMO-LUMO gap: 0.3313 Ha
* LUMO energy: 0.7 eV
* HOMO: -8.34 eV



Verdict on stability: i comes out on top.



i:
C3H5ClS2 | ωB97M-V/def2-TZVPD

Last column: natural (NBO) charge in e.
Geometry (Å):
S: 2.3488 -1.6534 -0.1554  0.00
C: 1.3384 -0.3012 0.1973  -0.26
S: 1.8649 1.3477 -0.0556  0.12
C: -0.0973 -0.4506 0.6374  -0.55
C: -0.8911 -0.0689 -0.6288  -0.30
Cl: -2.6725 -0.3798 -0.0370  -0.12
H: 0.6289 2.2081 -0.0063  0.14
H: -0.7320 -1.3927 1.1250  0.29
H: -0.3435 0.4221 1.3549  0.23
H: -0.8186 0.9910 -0.8869  0.21
H: -0.6260 -0.7223 -1.5447  0.24

Summary:
* SMILES string: S=C(S)CCCl
* total charge: 0
* HOMO-LUMO gap: 0.3003 Ha
* LUMO energy: -0.9 eV
* HOMO: -9.06 eV



ii:
C3H5ClS2 | ωB97M-V/def2-TZVPD

Last column: natural (NBO) charge in e.
Geometry (Å):
C: -0.1190 2.3620 1.2315  -0.74
S: 0.9260 1.2234 0.2823  0.35
C: 0.0647 -0.2664 0.4308  -0.34
S: -1.2287 -0.5065 1.3740  0.03
C: 0.5762 -1.3314 -0.5081  -0.47
Cl: 0.0417 -1.1917 -2.1728  -0.02
H: -0.0869 2.1348 2.2723  0.24
H: 0.2967 3.3431 1.0334  0.23
H: -1.1377 2.3530 0.8638  0.24
H: 0.2554 -2.3271 -0.1480  0.24
H: 1.6756 -1.2987 -0.5094  0.23

Summary:
* SMILES string: CSC(=S)CCl
* total charge: 0
* HOMO-LUMO gap: 0.3110 Ha
* LUMO energy: -0.4 eV
* HOMO: -8.90 eV



Verdict on stability: ii comes out on top.